1.
2 unconnected molecules or ions with the total composition C3H12N3O at a distorted geometry, computed with wB97M-V/def2-TZVPD.

The geometry in XYZ format:
```
19
Properties=species:S:1:pos:R:3
C 0.64186 -1.35025 2.03240
C 0.75830 0.82282 0.83787
N 0.55010 1.47058 -0.37475
N 0.67360 -0.48981 0.87213
N 0.99988 1.53746 1.92324
H 0.04716 0.92131 -1.05483
H 0.86301 2.44902 -0.38916
H 0.40633 -0.86941 -0.04151
H 1.42634 1.20925 2.78334
H 1.21059 2.55200 1.95403
H 1.39981 -2.12043 1.89494
H -0.34183 -1.74426 2.27983
H 1.09722 -0.78320 2.89504
C -1.92135 -0.37237 -2.73989
O -0.89628 -0.75953 -1.79740
H -0.61690 -1.68244 -1.87556
H -2.83552 -0.95914 -2.56922
H -1.88434 0.72526 -2.83695
H -1.57797 -0.55686 -3.79357
```

The energy above the lowest of the compared OMol25 structures with the same formula, charge and spin is 35.67 kcal/mol. For the gap between HOMO and LUMO, the calculation gives 11.551 eV. The net charge is +1.

These are the Löwdin partial charges, in e, on atoms 1 to 5: number 1, C, carries -0.02; number 2, C, carries -0.42; number 3, N, carries 0.19; number 4, N, carries 0.04; number 5, N, carries 0.19

***

2.
5 unconnected molecules or ions with the total composition C19H47F3O5Si, computed with wB97M-V/def2-TZVPD.

The geometry in XYZ format:
```
75
Properties=species:S:1:pos:R:3
O -1.44599 -0.33874 -2.91503
C -2.19894 -1.17672 -3.76012
C -3.60267 -1.42274 -3.21883
Si -4.84855 -2.38013 -4.28413
C -1.43053 -2.48207 -4.04330
F -1.59924 -2.87539 -5.31334
F -1.85242 -3.50137 -3.26202
F -0.11947 -2.35494 -3.83316
H -1.53989 -0.64185 -2.00276
H -2.25141 -0.65263 -4.71870
H -4.03148 -0.43288 -3.03783
H -3.52913 -1.92079 -2.24643
H -5.72786 -1.42771 -4.99382
H -5.68896 -3.21227 -3.39936
H -4.16160 -3.24095 -5.26254
C 0.30761 2.44259 -3.78046
C -0.60922 3.20190 -2.83880
O -0.40963 2.89169 -1.46872
C 0.87967 3.16597 -0.95218
C 1.28340 4.62840 -1.02842
H 0.20813 1.37175 -3.60559
H 0.03121 2.65499 -4.81468
H 1.35529 2.72099 -3.65661
H -1.64448 2.91807 -3.03071
H -0.53284 4.28242 -3.00723
H 1.63438 2.53603 -1.43680
H 0.82938 2.85476 0.09252
H 1.38673 4.97328 -2.05789
H 2.24681 4.76934 -0.53623
H 0.54399 5.25612 -0.52892
C -2.08114 2.44334 1.67376
C -2.32698 1.97426 3.09583
O -2.28328 0.56555 3.25402
C -1.06778 -0.06009 2.87486
C 0.15269 0.46952 3.60447
H -2.78838 1.97944 0.98485
H -2.19870 3.52591 1.60877
H -1.07485 2.20385 1.32957
H -3.33058 2.25633 3.41600
H -1.62233 2.46005 3.78194
H -0.91993 0.01001 1.79008
H -1.21761 -1.11426 3.11061
H 0.36166 1.51184 3.36231
H 1.03400 -0.11237 3.33068
H 0.01703 0.39956 4.68445
C -0.27368 2.73464 7.50335
C 1.16420 2.35071 7.19892
O 1.58619 2.68673 5.88844
C 1.54681 4.06297 5.55502
C 2.43713 4.93766 6.42055
H -0.95135 2.29568 6.76927
H -0.55027 2.36588 8.49203
H -0.42061 3.81544 7.50336
H 1.27583 1.26727 7.25262
H 1.84085 2.78060 7.94637
H 0.51600 4.43620 5.57233
H 1.88401 4.10368 4.51852
H 2.10638 4.96056 7.45959
H 2.41834 5.96264 6.04743
H 3.46696 4.57927 6.39569
C 1.66682 -5.02264 -2.49955
C 2.18257 -5.09288 -3.92605
O 3.48149 -5.64835 -4.04814
C 3.63058 -6.98088 -3.59221
C 2.75839 -7.98901 -4.32093
H 2.36058 -4.46538 -1.86822
H 0.70199 -4.51491 -2.48669
H 1.52510 -6.01232 -2.06290
H 2.27306 -4.08652 -4.33508
H 1.46976 -5.63266 -4.56026
H 3.45764 -7.04225 -2.51138
H 4.68262 -7.21280 -3.76080
H 1.69601 -7.82049 -4.14088
H 2.99465 -8.99618 -3.97434
H 2.93579 -7.94269 -5.39619
```

The structure (SMILES) is O[C@H](C[SiH3])C(F)(F)F.CCOCC.CCOCC.CCOCC.CCOCC. For the gap between HOMO and LUMO, the calculation gives 10.056 eV.

These are the Löwdin partial charges, in e, on atoms 1 to 5: number 1, O, carries -0.01; number 2, C, carries -0.35; number 3, C, carries -0.31; number 4, Si, carries 0.68; number 5, C, carries -0.60

***

3.
A molecular structure, C2H4ClNO at a distorted geometry, computed with wB97M-V/def2-TZVPD.

The geometry in XYZ format:
```
9
Properties=species:S:1:pos:R:3
C 0.53698 0.00421 -1.59916
C 0.11572 -0.77004 0.20605
N 1.37073 -1.02128 0.81665
O -0.09800 0.95235 -1.94992
Cl 2.58398 0.10949 0.40317
H 1.36490 -0.55186 -2.02866
H -0.33196 0.11884 0.65890
H -0.52244 -1.54173 0.07302
H 1.77525 -1.97401 1.00192
```

The energy above the lowest of the compared OMol25 structures with the same formula, charge and spin is 85.07 kcal/mol. For the gap between HOMO and LUMO, the calculation gives 8.819 eV.

These are the Löwdin partial charges, in e, on atoms 1 to 5: number 1, C, carries -0.19; number 2, C, carries -0.19; number 3, N, carries -0.55; number 4, O, carries 0.03; number 5, Cl, carries 0.61

***

4.
A single C17H13BrO2 molecule, computed with wB97M-V/def2-TZVPD.

The geometry in XYZ format:
```
33
Properties=species:S:1:pos:R:3
C 4.46987 -0.01541 -0.75392
C 3.13387 -0.74148 -0.67750
C 2.39132 -0.56981 0.63942
Br 2.29452 1.28763 1.27310
C 1.02435 -1.20565 0.67380
C 0.91227 -2.38792 1.40005
C -0.28852 -3.06994 1.51347
C -1.43024 -2.56550 0.91862
C -1.35039 -1.37246 0.21622
C -0.13259 -0.69949 0.06463
C -0.17023 0.56604 -0.74157
O 0.70253 0.89399 -1.51056
C -1.40566 1.38085 -0.56123
C -1.35918 2.76822 -0.59484
C -2.52862 3.48888 -0.40119
C -3.73594 2.82481 -0.21097
C -3.78965 1.43847 -0.21211
C -2.61571 0.71489 -0.37320
C -2.59389 -0.77296 -0.36178
O -3.51820 -1.44749 -0.75718
H 5.01603 -0.32655 -1.64313
H 5.08560 -0.20854 0.12553
H 4.31415 1.05947 -0.83042
H 2.50448 -0.44157 -1.50982
H 3.30134 -1.81856 -0.77676
H 2.98129 -1.04922 1.41680
H 1.78575 -2.78729 1.89912
H -0.34568 -3.98643 2.08404
H -2.37769 -3.07768 1.00870
H -0.40488 3.24744 -0.76233
H -2.49333 4.56958 -0.40297
H -4.64869 3.38596 -0.06536
H -4.72828 0.91768 -0.08664
```

The structure (SMILES) is CC[C@@H](Br)c1cccc2c1C(=O)c1ccccc1C2=O. For the gap between HOMO and LUMO, the calculation gives 8.942 eV.

These are the Löwdin partial charges, in e, on atoms 1 to 5: number 1, C, carries -0.13; number 2, C, carries -0.28; number 3, C, carries -0.62; number 4, Br, carries 0.76; number 5, C, carries -0.20

***

5.
A molecular structure, C33H61BCaN14S, computed with wB97M-V/def2-TZVPD.

The geometry in XYZ format:
```
111
Properties=species:S:1:pos:R:3
Ca 0.34243 -0.07507 0.82704
C 0.61742 0.08999 4.61754
N -0.05244 1.37905 4.55295
C -1.20458 1.51952 5.42278
C 0.22302 2.26906 3.55704
N 0.67543 1.89512 2.39566
C 1.65952 2.76003 1.74342
C 1.25925 3.17516 0.34300
N 1.04743 2.02904 -0.56621
C 0.03491 2.39510 -1.57043
C -1.36402 2.44197 -0.99459
N -1.80783 1.09584 -0.65101
C -3.07270 0.86417 -0.78654
N -3.55625 -0.39983 -0.98762
C -4.85678 -0.83876 -0.51750
C -2.67342 -1.47802 -1.37711
N -4.07951 1.83464 -0.78355
C -4.96385 1.95171 -1.92666
C -4.01977 2.99496 0.07237
C 2.33214 1.70744 -1.23343
C 2.47377 0.29179 -1.77741
N 1.42769 -0.05396 -2.71270
C 1.67964 -0.76225 -3.74869
N 0.72549 -0.83088 -4.76846
C -0.32670 0.16575 -4.73522
C 0.24158 -2.15977 -5.11905
N 2.84764 -1.45751 -4.00575
C 3.50513 -2.27128 -2.99879
C 3.32590 -1.67896 -5.35403
N 0.02976 3.59362 3.90522
C 0.35744 4.11286 5.21533
C -0.48418 4.54822 2.95291
H 0.73731 -0.17775 5.67022
H 1.59731 0.15005 4.15271
H 0.05126 -0.70004 4.13107
H -1.72358 2.45319 5.21923
H -0.90326 1.50554 6.47409
H -1.90081 0.69422 5.25298
H 2.58855 2.18274 1.68705
H 1.88097 3.65664 2.33095
H 2.02210 3.84400 -0.07919
H 0.33812 3.75241 0.38821
H 0.05727 1.63617 -2.34740
H 0.29715 3.36446 -2.02298
H -2.01406 2.90901 -1.74294
H -1.38653 3.09491 -0.11511
H -5.44040 0.00466 -0.16432
H -4.73997 -1.54921 0.30466
H -5.40083 -1.33622 -1.32626
H -1.76745 -1.06966 -1.81555
H -3.18560 -2.10915 -2.10905
H -2.39501 -2.09840 -0.52466
H -4.99053 1.01190 -2.47226
H -4.63402 2.74263 -2.61206
H -5.98048 2.19042 -1.60105
H -3.38234 2.79020 0.93027
H -5.02496 3.21145 0.44556
H -3.64878 3.89584 -0.43053
H 3.12607 1.83225 -0.49466
H 2.50581 2.43795 -2.03808
H 2.48195 -0.39751 -0.92259
H 3.47792 0.21552 -2.21497
H 0.10950 1.15981 -4.65909
H -1.01190 0.02983 -3.88979
H -0.89263 0.09837 -5.66577
H 1.02874 -2.89861 -4.98836
H -0.08346 -2.18035 -6.16080
H -0.60653 -2.45227 -4.48568
H 3.08938 -2.11057 -2.00875
H 4.57187 -2.04653 -2.95338
H 3.39269 -3.33539 -3.23940
H 2.79795 -1.03482 -6.05088
H 3.19730 -2.72110 -5.67254
H 4.39434 -1.45176 -5.40045
H 0.81055 3.33092 5.81881
H -0.52874 4.48977 5.73738
H 1.07172 4.93707 5.12519
H -0.91398 4.01779 2.10503
H 0.28124 5.23791 2.57988
H -1.27240 5.14398 3.42320
B -0.92748 -2.99738 2.34583
N -1.98191 -1.84245 2.43505
C -3.21055 -1.87017 2.96643
C -3.71622 -0.57940 2.98477
C -2.69107 0.18769 2.42707
N -1.64893 -0.57617 2.10572
N -0.57857 -3.28998 0.85954
C -0.74836 -4.44032 0.19411
C -0.22213 -4.29880 -1.07810
C 0.25961 -2.98904 -1.09556
N 0.04443 -2.38417 0.07098
H -1.42775 -3.98954 2.81668
H 0.07461 -2.63599 2.91311
H -3.63174 -2.80280 3.30486
H -4.67484 -0.25138 3.34973
H -2.64059 1.25330 2.25827
H -1.21835 -5.27955 0.68004
H -0.18282 -5.03518 -1.86278
H 0.72940 -2.44105 -1.89508
S 2.85912 -0.58973 1.81993
C 3.77467 -1.81225 0.94388
C 3.28170 -3.11471 0.79104
C 4.02092 -4.08792 0.13453
C 5.27487 -3.79243 -0.38745
C 5.77310 -2.50329 -0.24970
C 5.03107 -1.52543 0.39883
H 2.30743 -3.35175 1.20179
H 3.61334 -5.08767 0.03611
H 5.85646 -4.55639 -0.88863
H 6.74982 -2.25365 -0.64866
H 5.42835 -0.52341 0.50920
```

For the gap between HOMO and LUMO, the calculation gives 6.897 eV.

These are the Löwdin partial charges, in e, on atoms 1 to 5: number 1, Ca, carries 1.13; number 2, C, carries -0.05; number 3, N, carries -0.14; number 4, C, carries -0.06; number 5, C, carries -0.40

***

6.
2 unconnected molecules or ions with the total composition C4H8O2 at a distorted geometry, computed with wB97M-V/def2-TZVPD.

The geometry in XYZ format:
```
14
Properties=species:S:1:pos:R:3
C -2.22272 -0.06870 0.54048
C -1.25633 -0.33637 -0.35595
C 0.09239 -0.75705 -0.01352
C 1.10368 -0.83460 -0.89591
O 0.26085 -1.07513 1.31044
H -1.81895 0.27799 1.48451
H -3.20178 -0.50526 0.43667
H -1.43555 -0.34832 -1.43771
H 2.09114 -0.99544 -0.45334
H 1.05709 -0.61382 -1.95284
H 1.20767 -1.21523 1.42816
O 1.48242 2.49829 -0.21803
H 1.28791 2.36034 0.71492
H 1.35218 1.61330 -0.58788
```

The structure (SMILES) is C=CC(=C)O.O. The energy above the lowest of the compared OMol25 structures with the same formula, charge and spin is 63.23 kcal/mol. For the gap between HOMO and LUMO, the calculation gives 9.003 eV.

These are the Löwdin partial charges, in e, on atoms 1 to 5: number 1, C, carries 0.05; number 2, C, carries -0.13; number 3, C, carries -0.44; number 4, C, carries 0.04; number 5, O, carries 0.04

***

7.
A single C4H10N2O2 molecule at a distorted geometry, computed with wB97M-V/def2-TZVPD.

The geometry in XYZ format:
```
18
Properties=species:S:1:pos:R:3
N 1.28291 1.73856 -0.19002
C 0.76723 0.68928 0.52365
C 1.11010 -0.83749 0.61966
N 2.03306 -1.31431 -0.59521
C -0.26412 -0.17759 0.05928
O -0.51728 0.03607 -1.31224
C -1.62153 -0.58714 0.49237
O -2.84094 0.02508 -0.33597
H 1.14646 2.62999 0.28328
H 0.96001 1.89447 -1.18647
H 0.67440 0.97062 1.67458
H 1.24772 -1.27239 1.59225
H 1.49581 -1.69455 -1.31633
H 2.81414 -0.73606 -0.99490
H -1.62683 0.05692 -1.42853
H -1.55452 -0.54488 1.67215
H -1.75167 -1.66980 0.07978
H -3.35496 0.79324 0.36266
```

The structure (SMILES) is N[C@@H]1[C@H](N)[C@@]1(O)CO. The energy above the lowest of the compared OMol25 structures with the same formula, charge and spin is 156.57 kcal/mol. For the gap between HOMO and LUMO, the calculation gives 8.586 eV.

These are the Löwdin partial charges, in e, on atoms 1 to 5: number 1, N, carries 0.05; number 2, C, carries -0.37; number 3, C, carries -0.08; number 4, N, carries 0.02; number 5, C, carries -0.49

***

8.
2 unconnected molecules or ions with the total composition C22H30F8N2O6 at a distorted geometry, computed with wB97M-V/def2-TZVPD.

The geometry in XYZ format:
```
68
Properties=species:S:1:pos:R:3
H 0.42613 -0.70572 -1.51867
N 1.39208 -0.63857 -1.14402
C 1.49320 0.45232 -0.41804
C 2.91617 0.73872 0.19432
C 0.19230 1.35124 -0.29701
C 0.39779 2.79228 0.34804
O -0.30837 3.86803 -0.29394
C -1.67518 3.57001 -0.60257
C -1.96089 3.36906 -2.17333
C -3.48205 2.94596 -2.34117
O -3.88973 1.82241 -1.53658
C -3.33211 0.59891 -2.00978
C -3.95324 -0.67715 -1.26929
F -3.73433 -1.79075 -2.10785
F -5.32741 -0.55843 -1.05214
C -3.16047 -0.91713 0.09379
F -3.02525 0.27746 0.82827
F -1.84894 -1.36190 -0.14625
C -3.83293 -1.99047 1.06632
F -2.77996 -2.57672 1.80482
F -4.51420 -2.96467 0.35583
C -4.77700 -1.28407 2.15877
F -5.80961 -2.14693 2.53347
F -4.05137 -0.89850 3.29708
C 0.24102 2.79749 1.96642
N -1.15623 2.90116 2.42963
C 0.88414 1.51613 2.66657
C 0.44750 1.56348 4.22341
C 1.29493 0.41625 4.99397
H 3.70344 0.70185 -0.63060
H 3.16392 -0.12741 0.89396
H 2.99574 1.67800 0.81085
H -0.52149 0.78663 0.39933
H -0.30325 1.34542 -1.31169
H 1.50671 3.04020 0.19290
H -2.13204 2.73650 0.02775
H -2.27996 4.50228 -0.31890
H -1.85282 4.39764 -2.65693
H -1.21280 2.69544 -2.68490
H -4.10432 3.83214 -1.97469
H -3.79212 2.77101 -3.41588
H -3.47307 0.49510 -3.12796
H -2.20974 0.55178 -1.81583
H -5.27689 -0.35922 1.72365
H 0.85184 3.69696 2.32144
H -1.75472 2.15986 2.05970
H -1.54900 3.83306 2.26537
H 2.01310 1.49850 2.67902
H 0.44777 0.53186 2.28025
H -0.63891 1.27242 4.37021
H 0.58966 2.58993 4.67198
H 0.59634 -0.12136 5.72041
H 1.60232 -0.34464 4.21290
H 2.15383 0.83515 5.59505
O 2.24789 -3.89133 -3.64556
C 3.32312 -3.97238 -3.07929
C 3.71458 -3.06469 -1.99727
C 4.91061 -3.17992 -1.41610
O 5.29076 -2.35028 -0.41053
C 5.88656 -4.22291 -1.84190
O 6.97577 -4.28417 -1.29900
C 5.48601 -5.14576 -2.90742
C 4.28909 -5.03361 -3.48689
O 3.89950 -5.87938 -4.47262
H 2.99798 -2.30946 -1.69794
H 6.19033 -2.63699 -0.16490
H 6.19612 -5.90920 -3.19522
H 3.00217 -5.58896 -4.72286
```

The structure (SMILES) is [H]/N=C(/C)C[C@@H](OCCCOCC(F)(F)C(F)(F)C(F)(F)C(F)F)[C@@H](N)CCC.O=C1C=C(O)C(=O)C=C1O. For the gap between HOMO and LUMO, the calculation gives 7.710 eV.

These are the Löwdin partial charges, in e, on atoms 1 to 5: number 1, H, carries 0.05; number 2, N, carries 0.11; number 3, C, carries -0.33; number 4, C, carries -0.05; number 5, C, carries -0.09